[1]
{"formula": "C4H8", "method": "ωB97M-V with the def2-TZVPD basis set", "homo_energy_ev": -9.058, "homo_lumo_gap_ha": 0.3819, "symbols": ["C", "C", "C", "C", "H", "H", "H", "H", "H", "H", "H", "H"], "coordinates": [[-1.52075, 1.01488, 0.63459], [-0.14755, 0.64790, 0.15350], [0.15125, -0.61029, -0.16776], [1.54039, -1.04768, -0.61910], [-1.66971, 2.04188, 0.97526], [-2.21489, 0.89049, -0.19826], [-1.88319, 0.45627, 1.50058], [0.57253, 1.45643, 0.22399], [-0.64992, -1.33231, -0.06461], [2.32881, -0.31234, -0.54619], [1.35398, -1.49828, -1.59572], [1.79833, -1.88893, 0.03342]], "atomic_forces_ev_per_a": [[-0.86, 0.43, 0.00], [-0.31, -0.26, 0.94], [1.14, 1.60, 0.17], [-1.85, -1.35, 0.66], [0.52, 0.17, -0.30], [-0.27, -0.12, 0.17], [0.16, -0.48, -0.24], [0.34, -0.25, -0.43], [0.15, -0.32, -0.25], [-0.13, 0.32, -0.34], [0.80, 0.24, -0.28], [0.31, 0.01, -0.10]], "nbo_charge": [-0.66, -0.20, -0.18, -0.64, 0.21, 0.22, 0.21, 0.19, 0.19, 0.22, 0.22, 0.21]}

[2]
{"formula": "C25H18BrClCrN3O2", "method": "ωB97M-V with the def2-TZVPD basis set", "homo_energy_ev": [-14.393, -14.404], "multiplicity": 4, "homo_lumo_gap_ha": [0.1915, 0.2591], "total_charge": 2, "symbols": ["Cr", "C", "C", "C", "C", "C", "Br", "N", "C", "H", "H", "H", "H", "H", "H", "C", "C", "N", "C", "C", "C", "C", "C", "C", "C", "C", "C", "N", "C", "H", "H", "H", "H", "H", "H", "H", "H", "Cl", "C", "C", "C", "C", "C", "C", "C", "O", "O", "H", "H", "H", "H"], "coordinates": [[0.10500, 0.03340, -0.02310], [-5.58920, 2.01980, 0.05270], [-4.13910, 2.33070, 0.14450], [-3.65780, 3.63440, 0.01840], [-2.29340, 3.88260, 0.09240], [-1.48810, 2.77830, 0.25700], [0.40840, 2.76860, 0.25720], [-1.89880, 1.52700, 0.38080], [-3.20570, 1.30910, 0.35560], [-6.18960, 2.92390, 0.01690], [-5.89750, 1.41590, 0.90130], [-5.78490, 1.43580, -0.84360], [-4.33830, 4.45990, -0.14180], [-1.88170, 4.87540, 0.01350], [-3.53430, 0.28910, 0.50060], [4.47970, 0.98820, 0.00730], [3.08940, 1.08980, 0.01030], [2.24780, 0.05530, 0.04530], [2.84870, -1.17020, 0.06120], [4.25090, -1.37830, 0.02830], [5.08330, -0.24740, 0.01060], [4.76130, -2.70930, 0.00640], [3.93470, -3.78430, -0.00270], [2.52250, -3.61580, 0.04230], [1.61290, -4.68800, 0.02630], [0.27000, -4.41220, 0.12700], [-0.15780, -3.08730, 0.23080], [0.66910, -2.05270, 0.18510], [1.99110, -2.30300, 0.10090], [5.06820, 1.89190, -0.00990], [2.68680, 2.08770, -0.02370], [6.15810, -0.35150, -0.01140], [5.83270, -2.83930, -0.00880], [4.34240, -4.78230, -0.02800], [1.96000, -5.70790, -0.06100], [-0.46960, -5.19740, 0.12380], [-1.21480, -2.88520, 0.34040], [-1.98790, 2.07170, -6.12800], [-2.06670, 1.09420, -4.72960], [-1.03250, 1.16930, -3.78800], [-1.13000, 0.41670, -2.64130], [-2.22290, -0.42030, -2.42310], [-3.22830, -0.52360, -3.38230], [-3.15150, 0.24030, -4.52920], [-2.29170, -1.22090, -1.16280], [-3.07600, -2.11990, -0.98430], [-1.41950, -0.83900, -0.26640], [-0.18090, 1.80240, -3.98510], [-0.32590, 0.43880, -1.85370], [-4.05410, -1.20050, -3.21460], [-3.93020, 0.17360, -5.27140]], "atomic_forces_ev_per_a": [[-0.66, -0.24, 1.17], [-0.15, -0.15, 0.02], [0.42, 0.23, 0.08], [0.11, -0.36, 0.06], [0.43, -0.15, 0.01], [-0.44, -0.25, -0.03], [0.19, 0.15, -0.02], [0.68, 0.59, 0.17], [-0.44, 0.15, -0.08], [-0.05, 0.00, 0.02], [-0.15, -0.02, 0.11], [-0.10, -0.04, -0.12], [-0.05, -0.01, 0.03], [0.02, 0.10, -0.05], [-0.02, -0.10, -0.02], [0.10, -0.19, 0.00], [0.11, 0.34, -0.03], [0.33, 0.08, -0.27], [0.46, -0.58, -0.02], [-0.65, 0.24, 0.03], [-0.51, 0.16, -0.02], [-0.14, -0.36, 0.00], [0.40, 0.33, 0.02], [-0.34, 0.71, 0.04], [-0.37, 0.21, 0.05], [0.34, -0.03, 0.03], [-0.42, -0.10, 0.04], [-0.01, 0.27, 0.05], [0.58, -0.70, -0.06], [-0.03, 0.10, 0.00], [-0.07, -0.02, -0.02], [0.08, -0.02, 0.01], [0.09, -0.04, -0.01], [0.02, -0.13, -0.02], [0.10, -0.03, 0.02], [-0.05, -0.03, 0.05], [0.10, 0.04, -0.03], [0.02, 0.06, -0.17], [0.04, -0.26, 0.48], [0.08, 0.16, -0.24], [-0.19, -0.33, 0.43], [0.10, -0.21, 0.23], [0.36, 0.06, 0.26], [0.12, 0.18, -0.13], [-1.37, -0.27, -2.54], [0.46, 0.43, 0.47], [0.90, -0.48, 1.58], [0.03, 0.08, 0.00], [-0.42, 0.39, -1.45], [-0.02, -0.02, 0.02], [-0.05, 0.07, -0.14]], "lowdin_spin": [3.06, 0.00, 0.00, 0.00, 0.00, 0.00, -0.01, 0.00, 0.00, 0.00, 0.00, 0.00, 0.00, 0.00, 0.00, 0.00, 0.01, -0.02, 0.00, 0.00, 0.01, 0.00, 0.00, 0.00, 0.01, 0.00, 0.01, -0.03, 0.00, 0.00, 0.00, 0.00, 0.00, 0.00, 0.00, 0.00, 0.00, 0.00, 0.00, 0.00, 0.02, 0.01, 0.00, 0.00, 0.01, -0.03, -0.04, 0.00, 0.01, 0.00, 0.00]}

[3]
{"formula": "C26H14BrF3N5PtS3", "method": "ωB97M-V with the def2-TZVPD basis set", "homo_energy_ev": -10.961, "homo_lumo_gap_ha": 0.2353, "total_charge": 1, "symbols": ["Pt", "F", "C", "F", "F", "C", "C", "C", "C", "N", "C", "S", "H", "H", "H", "S", "C", "C", "C", "C", "N", "C", "C", "C", "S", "C", "N", "H", "H", "Br", "C", "C", "C", "C", "C", "C", "N", "C", "C", "C", "C", "C", "C", "N", "H", "H", "H", "H", "H", "H", "H", "H", "H"], "coordinates": [[-0.18790, -0.69334, 0.91932], [2.20383, -5.94128, -1.76826], [2.87590, -4.82200, -1.45692], [2.99512, -4.09381, -2.56588], [4.11084, -5.18645, -1.08580], [2.18525, -4.11469, -0.30073], [2.37896, -4.72768, 0.92290], [1.79188, -4.20978, 2.06393], [1.03602, -3.07575, 1.92397], [0.82862, -2.46917, 0.73668], [1.37871, -2.96558, -0.38732], [1.10639, -2.28149, -2.01081], [2.99906, -5.61258, 0.97744], [1.93448, -4.65975, 3.03455], [0.57411, -2.59884, 2.77659], [1.82295, 0.30711, 0.39303], [1.43379, 1.14484, -1.09534], [2.07529, 2.36243, -1.32850], [1.81615, 3.10912, -2.46559], [2.47954, 4.37218, -2.64386], [3.00884, 5.38086, -2.78589], [0.89839, 2.64500, -3.41661], [0.29362, 1.41241, -3.22081], [0.55225, 0.66826, -2.07590], [-0.35186, -0.85506, -1.94173], [0.57555, 3.42028, -4.58089], [0.29381, 4.04639, -5.50131], [2.76876, 2.74453, -0.59130], [-0.38459, 1.02999, -3.97195], [0.69251, 6.63610, 0.00202], [0.09305, 4.89624, 0.38563], [-0.91705, 4.33715, -0.38205], [-1.35697, 3.05378, -0.09462], [-0.77756, 2.35039, 0.94999], [0.24622, 2.89896, 1.70654], [0.67372, 4.18601, 1.43018], [-1.23793, 1.01698, 1.23268], [-2.45307, 0.85849, 1.59432], [-2.94650, -0.50341, 1.79454], [-4.23231, -0.79070, 2.20682], [-4.60385, -2.12153, 2.35053], [-3.67789, -3.10781, 2.06437], [-2.40368, -2.74243, 1.65342], [-2.04013, -1.46945, 1.53133], [-1.35627, 4.89627, -1.19667], [-2.13478, 2.59617, -0.69463], [0.69714, 2.32654, 2.50512], [1.45888, 4.63831, 2.01962], [-3.10311, 1.71529, 1.74384], [-4.92592, 0.01408, 2.40826], [-5.60213, -2.38059, 2.67494], [-3.92924, -4.15507, 2.15087], [-1.65685, -3.48598, 1.40993]], "atomic_forces_ev_per_a": [[0.10, 0.00, 0.02], [-0.01, 0.04, -0.03], [-0.02, -0.04, 0.01], [0.01, 0.04, 0.01], [-0.03, -0.02, -0.01], [0.09, -0.05, 0.01], [0.02, 0.03, 0.01], [-0.01, 0.04, -0.02], [0.02, -0.04, 0.04], [0.00, -0.02, -0.06], [-0.08, 0.06, 0.07], [0.00, -0.02, -0.02], [0.00, 0.01, 0.00], [-0.01, 0.00, 0.00], [0.00, 0.00, 0.00], [-0.04, -0.05, 0.04], [0.03, 0.02, 0.01], [0.01, -0.01, 0.03], [0.01, 0.02, 0.01], [-0.03, -0.01, -0.05], [0.01, 0.00, 0.04], [0.00, 0.02, -0.03], [-0.02, -0.03, 0.01], [0.00, 0.03, -0.04], [-0.02, -0.03, -0.04], [0.03, 0.04, 0.04], [-0.01, -0.03, -0.01], [0.00, 0.00, 0.00], [0.00, 0.00, 0.00], [0.01, 0.01, 0.00], [0.00, -0.01, 0.01], [-0.01, -0.01, -0.01], [-0.03, 0.00, -0.01], [0.00, -0.04, 0.00], [0.01, -0.01, 0.02], [-0.01, -0.01, -0.02], [0.05, 0.05, -0.03], [-0.06, -0.03, 0.01], [0.04, 0.04, 0.00], [-0.01, -0.01, 0.00], [0.01, 0.01, -0.01], [0.00, 0.00, -0.01], [-0.03, -0.01, -0.01], [0.00, 0.03, 0.02], [0.01, 0.00, 0.00], [0.01, 0.00, 0.00], [0.00, 0.00, 0.00], [0.00, 0.00, 0.00], [-0.01, -0.01, 0.02], [0.00, -0.01, 0.00], [0.00, 0.01, 0.00], [0.01, 0.00, 0.00], [0.01, 0.00, 0.01]], "nbo_charge": [0.70, -0.31, 0.98, -0.30, -0.31, -0.19, -0.09, -0.24, 0.06, -0.49, 0.12, 0.24, 0.26, 0.25, 0.23, -0.10, -0.17, -0.12, -0.10, 0.24, -0.23, -0.14, -0.15, -0.23, 0.17, 0.26, -0.24, 0.24, 0.25, 0.13, -0.08, -0.22, -0.22, 0.06, -0.14, -0.24, -0.39, 0.15, 0.11, -0.18, -0.13, -0.21, 0.08, -0.45, 0.25, 0.23, 0.24, 0.25, 0.23, 0.25, 0.25, 0.25, 0.22]}

[4]
{"formula": "C23H29F5N2O2PS4", "method": "ωB97M-V with the def2-TZVPD basis set", "homo_energy_ev": -5.009, "homo_lumo_gap_ha": 0.2279, "total_charge": -1, "symbols": ["C", "C", "S", "C", "P", "C", "C", "C", "S", "C", "S", "N", "C", "C", "N", "C", "S", "O", "O", "C", "F", "F", "F", "H", "H", "H", "H", "H", "H", "H", "H", "H", "H", "H", "H", "H", "H", "H", "H", "H", "H", "H", "F", "C", "C", "C", "C", "C", "C", "H", "H", "H", "H", "H", "F", "C", "C", "C", "C", "C", "C", "H", "H", "H", "H", "H"], "coordinates": [[1.51437, -1.55238, 1.14792], [1.50400, -0.49264, -0.14353], [1.13025, -1.31906, -1.78475], [0.48226, -0.04639, -3.05182], [-1.37280, 0.17797, -2.66200], [-1.44400, 1.96638, -3.31849], [-1.32051, 3.14348, -2.19063], [-2.33332, 3.01417, -0.91235], [-4.10143, 3.54516, -1.22824], [-5.08294, 2.25796, -2.16576], [-5.36574, 2.58131, -3.84379], [-5.69042, 0.98916, -1.61660], [-7.17285, 0.70476, -1.78202], [-7.38845, -0.79910, -1.09547], [-6.07266, -1.33125, -0.54137], [-5.11138, -0.20960, -0.89848], [-2.01175, -0.60205, -4.57161], [-1.21527, -0.06552, -5.78377], [-3.49380, -0.12013, -4.77790], [-2.09996, -2.48315, -4.46449], [-3.19028, -2.77528, -3.45997], [-2.62993, -2.98769, -5.76815], [-0.83739, -3.12664, -4.03061], [2.29783, -1.17486, 1.96550], [1.85517, -2.63297, 0.84789], [0.46604, -1.63837, 1.67384], [2.61598, -0.06187, -0.18774], [0.70825, 0.36229, 0.07720], [1.02626, 0.95904, -2.80453], [0.72757, -0.50412, -4.09838], [-1.44423, -1.19435, -2.14159], [-2.76770, 0.30015, -2.31569], [-0.97859, 0.57472, -1.32286], [-0.60177, 2.05164, -4.15838], [-2.46923, 2.15209, -3.90088], [-0.19608, 3.12503, -1.80297], [-1.43055, 4.18257, -2.76790], [-2.37631, 1.96236, -0.40359], [-1.91025, 3.75794, -0.08066], [-7.97930, 1.40477, -2.29247], [-8.42643, -1.36810, -1.06931], [-3.97832, -0.34759, -0.62108], [3.04674, -3.97504, 2.26835], [3.05995, -3.90429, 3.60604], [3.90889, -3.00024, 4.23504], [3.91925, -2.92262, 5.62768], [3.08753, -3.75855, 6.37685], [2.24264, -4.66624, 5.73638], [2.22444, -4.73572, 4.34358], [4.55391, -2.36484, 3.63698], [4.57366, -2.21368, 6.12879], [3.09918, -3.70080, 7.46317], [1.59921, -5.31871, 6.32168], [1.56743, -5.42917, 3.82920], [1.78776, 1.80184, 1.72848], [3.02114, 2.29743, 1.89512], [3.61871, 2.23802, 3.14932], [4.90493, 2.74928, 3.32210], [5.57557, 3.32470, 2.24002], [4.96530, 3.38418, 0.98623], [3.68366, 2.86282, 0.81127], [3.07923, 1.79494, 3.98004], [5.38395, 2.70063, 4.29684], [6.57700, 3.72737, 2.37627], [5.48761, 3.83622, 0.14649], [3.19797, 2.89268, -0.15844]], "atomic_forces_ev_per_a": [[0.14, -0.03, 0.02], [0.54, 0.91, 1.34], [0.11, 0.35, 0.10], [1.55, -0.04, 0.49], [0.78, 0.78, 4.36], [-0.47, 1.67, -2.13], [0.96, -0.32, -0.70], [1.36, -0.34, 0.59], [-0.18, -1.00, -0.15], [-0.01, -0.89, -2.96], [0.32, -0.72, 3.98], [-2.11, -2.62, 1.42], [1.09, -4.51, 2.27], [2.98, 4.00, -1.27], [-0.50, 7.17, -3.79], [-2.76, -1.55, 0.39], [-3.97, 4.55, -6.43], [-1.05, -2.56, 3.07], [3.95, -2.46, 1.00], [-1.84, -2.78, 0.32], [3.79, 0.40, -3.13], [2.16, 0.92, 4.17], [-4.31, 1.65, -1.74], [-1.72, -0.66, -1.82], [-0.73, 2.24, 0.35], [2.01, 0.24, -1.20], [-2.51, -0.64, 0.05], [1.93, -1.84, -0.58], [-0.83, -1.80, -0.90], [-0.13, 1.04, 1.92], [0.12, 0.01, -0.56], [-0.30, 0.00, -0.29], [-0.04, 0.29, 0.06], [-1.67, 0.32, 1.83], [2.15, -0.55, 1.25], [-2.36, 0.02, -0.43], [-0.07, -2.14, 1.54], [0.39, 1.93, -1.25], [-1.34, -1.42, -1.73], [2.37, -1.56, 1.20], [2.67, 1.31, 0.05], [-2.57, 0.68, -0.88], [0.12, -0.16, 0.07], [-0.01, 0.05, 0.87], [0.03, 0.04, -0.04], [-0.32, -0.36, -0.12], [0.04, 0.03, -0.04], [0.29, 0.29, -0.16], [-0.01, -0.03, -0.05], [-0.10, -0.07, 0.01], [-0.10, -0.12, -0.13], [-0.01, -0.01, -0.20], [0.09, 0.12, -0.14], [0.09, 0.09, 0.00], [0.01, 0.13, 0.14], [0.76, 0.30, 0.08], [-0.02, -0.04, 0.04], [-0.11, 0.08, -0.47], [-0.03, -0.03, 0.05], [-0.14, -0.17, 0.39], [-0.05, 0.01, -0.05], [0.01, 0.02, -0.12], [-0.12, 0.00, -0.16], [-0.18, -0.08, -0.03], [-0.13, -0.11, 0.13], [-0.01, -0.04, 0.12]], "nbo_charge": [-0.63, -0.54, 0.12, -0.85, 0.67, -0.77, -0.42, -0.54, 0.21, -0.07, 0.12, -0.49, -0.11, -0.11, -0.45, 0.18, 1.58, -0.92, -0.93, 0.76, -0.34, -0.34, -0.33, 0.20, 0.23, 0.21, 0.19, 0.24, 0.22, 0.26, -0.13, -0.14, -0.17, 0.23, 0.24, 0.20, 0.22, 0.25, 0.24, 0.25, 0.23, 0.25, -0.31, 0.41, -0.29, -0.20, -0.24, -0.19, -0.28, 0.23, 0.21, 0.21, 0.22, 0.23, -0.31, 0.41, -0.29, -0.20, -0.24, -0.19, -0.28, 0.23, 0.21, 0.21, 0.22, 0.24]}

F_max for the records above, in order: 2.4 2.9 0.1 8.8 eV Å⁻¹